one | {
  "formula": "C3H2N2OS",
  "method": "the ωB97M-V functional and the def2-TZVPD basis",
  "elements": ["S", "C", "N", "C", "O", "C", "N", "H", "H"],
  "positions_angstrom": [[-2.23056, 0.00063, 0.00053], [-0.60923, -0.00417, 0.00348], [0.12209, -1.21398, -0.00117], [1.38436, -1.14544, -0.00495], [2.11954, 0.00055, 0.00831], [1.38888, 1.14299, -0.00539], [0.12522, 1.21583, -0.00222], [2.02478, -2.02700, -0.00800], [1.99256, 2.03923, -0.00208]],
  "spin_multiplicity": 1,
  "homo_ev": -8.8,
  "e_lumo_ev": -0.60,
  "smiles": "S=c1ncocn1"
}

***

two | {
  "formula": "C3H2N2OS",
  "method": "the ωB97M-V functional and the def2-TZVPD basis",
  "elements": ["N", "C", "C", "N", "S", "C", "O", "H", "H"],
  "positions_angstrom": [[-2.49424, 2.18346, -0.31571], [-1.57004, 1.48774, -0.33116], [-0.42576, 0.61878, -0.33962], [0.49748, 0.70717, -1.23127], [1.68773, -0.47837, -0.92679], [0.79009, -1.10368, 0.55611], [-0.38184, -0.29045, 0.65907], [1.39849, -0.95928, 1.47289], [0.49809, -2.16537, 0.45648]],
  "spin_multiplicity": 1,
  "homo_ev": -9.1,
  "e_lumo_ev": 0.05,
  "smiles": "N#CC1=NSCO1"
}

***

three | {
  "formula": "C3H2N2OS",
  "method": "the ωB97M-V functional and the def2-TZVPD basis",
  "elements": ["O", "C", "N", "N", "C", "C", "S", "H", "H"],
  "positions_angstrom": [[3.58541, 0.06611, -0.04566], [2.42229, 0.17726, -0.02475], [1.22259, 0.39322, -0.01750], [-0.14671, 0.27451, -0.28304], [-1.06155, -0.79468, 0.04694], [-1.50467, 0.67743, -0.02027], [-2.40098, 1.95708, -0.04045], [-0.75108, -1.21481, 1.11115], [-1.36530, -1.53612, -0.72643]],
  "spin_multiplicity": 1,
  "homo_ev": -9.0,
  "e_lumo_ev": -0.30,
  "smiles": "O=C=NN1CC1=S"
}

***

four | {
  "formula": "C3H2N2OS",
  "method": "the ωB97M-V functional and the def2-TZVPD basis",
  "elements": ["C", "C", "C", "N", "N", "O", "S", "H", "H"],
  "positions_angstrom": [[1.21748, 0.41574, 0.11992], [0.72564, -0.84562, -0.01561], [0.33814, 1.53382, 0.09121], [-0.29881, 2.45992, -0.08577], [-0.55933, -1.07699, -0.14654], [-3.09504, -0.97182, -0.39661], [-1.85857, -0.34192, 0.32942], [2.22059, 0.50307, 0.16737], [1.30991, -1.67621, -0.06339]],
  "spin_multiplicity": 1,
  "homo_ev": -9.7,
  "e_lumo_ev": -2.12
}

***

Last place for stability: three

***

one | {
  "formula": "C5H7N2",
  "method": "the ωB97M-V functional and the def2-TZVPD basis",
  "elements": ["C", "C", "C", "N", "N", "C", "C", "H", "H", "H", "H", "H", "H", "H"],
  "positions_angstrom": [[-2.05275, -0.51595, -0.19367], [-0.69163, 0.10595, -0.20983], [-0.05606, 1.20087, -0.81134], [1.25224, 1.17831, -0.54921], [1.46992, 0.37988, 0.46474], [0.28534, -0.29402, 0.74545], [1.47592, -1.02891, 1.09151], [-1.81564, -1.56134, -0.05037], [-2.71314, -0.13909, 0.62173], [-2.48660, -0.18818, -1.14778], [-0.40199, 1.93359, -1.43327], [1.99969, 1.73759, -0.93625], [1.87544, -0.95876, 1.98355], [1.85927, -1.84992, 0.42474]],
  "spin_multiplicity": 1,
  "homo_ev": -14.8,
  "total_charge": 1,
  "e_lumo_ev": -4.53,
  "smiles": "Cc1c[nH][n+]2c1C2"
}

***

two | {
  "formula": "C5H7N2",
  "method": "the ωB97M-V functional and the def2-TZVPD basis",
  "elements": ["C", "C", "C", "C", "C", "N", "N", "H", "H", "H", "H", "H", "H", "H"],
  "positions_angstrom": [[1.82371, 0.08950, 0.37967], [0.81159, 2.09589, -0.25493], [0.62235, -0.56674, 0.54886], [-0.37522, -1.38244, 0.67603], [-1.61207, -1.36727, -0.01178], [1.92076, 1.34379, 0.14944], [-0.18731, 1.53120, -0.81235], [2.84813, -0.45683, 0.28161], [1.23341, 3.13637, -0.13035], [-0.17398, -2.31164, 1.25047], [-2.26548, -2.20923, 0.14582], [-1.51803, -1.40670, -1.10327], [-2.20225, -0.51103, 0.15914], [-0.92562, 2.01513, -1.27837]],
  "spin_multiplicity": 1,
  "homo_ev": -15.1,
  "total_charge": 1,
  "e_lumo_ev": -6.94
}

***

three | {
  "formula": "C5H7N2",
  "method": "the ωB97M-V functional and the def2-TZVPD basis",
  "elements": ["C", "C", "C", "C", "C", "N", "N", "H", "H", "H", "H", "H", "H", "H"],
  "positions_angstrom": [[-0.86611, 2.44570, -3.32831], [-0.48469, 0.07421, -0.90555], [-0.84664, 3.04721, -2.32812], [0.29242, -1.91001, 1.72591], [0.45326, -0.36658, 1.33615], [-0.21683, 0.02450, 0.23166], [0.86810, -2.49707, 2.63064], [-0.65456, 3.29507, -1.32555], [-0.58130, -2.38468, 1.20227], [-0.10526, 0.05704, 2.13069], [1.47491, -0.12594, 1.09835], [-0.88318, 2.29683, -4.44586], [1.62717, -2.07792, 3.18071], [-0.86412, 0.28370, -1.81337]],
  "spin_multiplicity": 1,
  "homo_ev": -14.2,
  "total_charge": 1,
  "e_lumo_ev": -5.25
}

***

Last place for stability: three

***

one | {
  "formula": "C5H7N2",
  "method": "the ωB97M-V functional and the def2-TZVPD basis",
  "elements": ["C", "C", "C", "C", "C", "N", "N", "H", "H", "H", "H", "H", "H", "H"],
  "positions_angstrom": [[1.86713, -1.40978, 0.23475], [1.80319, -0.07264, 0.00800], [0.83523, -2.00255, 0.84489], [-0.37249, -0.04231, 0.28986], [0.32895, 1.41104, -1.48418], [0.64859, 0.36177, -0.48814], [-0.11532, -0.97187, 1.41194], [0.58133, -2.94678, 1.05047], [-1.23228, 0.47662, 0.18435], [1.05194, 2.26383, -1.40291], [0.66908, 1.07814, -2.53486], [-0.68935, 1.60389, -1.42059], [-0.98574, -1.37388, 1.58053], [0.20000, -0.39716, 2.20060]],
  "spin_multiplicity": 1,
  "homo_ev": [-13.4, -13.3],
  "total_charge": 1,
  "e_lumo_ev": [-5.53, -5.53]
}

***

two | {
  "formula": "C5H7N2",
  "method": "the ωB97M-V functional and the def2-TZVPD basis",
  "elements": ["C", "C", "C", "C", "C", "N", "N", "H", "H", "H", "H", "H", "H", "H"],
  "positions_angstrom": [[0.47048, 2.11886, 0.93094], [0.43426, 1.50947, -0.28326], [-0.05582, -0.07666, 1.12256], [-0.53278, -2.10581, -0.90535], [0.04715, -0.81664, -1.18594], [-0.08663, 1.02748, 1.68293], [0.11140, 0.21067, -0.29225], [0.65396, 3.02311, 1.38131], [0.36633, 2.18786, -1.09775], [-1.66515, -2.39288, -0.97513], [0.04982, -2.81583, -1.55307], [-0.49801, -2.04319, 0.26300], [0.93363, -0.89181, -1.77686], [-0.22865, 1.06536, 2.68886]],
  "spin_multiplicity": 1,
  "homo_ev": [-14.0, -14.0],
  "total_charge": 1,
  "e_lumo_ev": [-6.49, -6.49]
}

***

Last place for stability: one